Entry P
{
  "formula": "C4H12ClNSi",
  "method": "ωB97M-V with the def2-TZVPD basis set",
  "homo_lumo_gap_ev": 9.60,
  "lumo_ev": 0.806,
  "spin_multiplicity": 1,
  "smiles": "CN[Si@@H](Cl)C(C)C",
  "symbols": ["C", "N", "Si", "Cl", "C", "C", "C", "H", "H", "H", "H", "H", "H", "H", "H", "H", "H", "H", "H"],
  "positions_angstrom": [[3.12, 0.65, 0.20], [1.65, 0.92, 0.21], [0.52, -0.26, -0.82], [1.34, -2.10, -0.64], [-1.34, 0.02, -0.24], [-1.49, 0.11, 1.26], [-2.40, -0.91, -0.84], [3.47, -0.20, 0.78], [3.45, 0.88, -0.83], [3.56, 1.64, 0.66], [1.48, 1.25, 1.14], [0.90, 0.19, -2.13], [-1.50, 1.08, -0.61], [-0.54, 0.39, 1.84], [-2.38, 0.64, 1.45], [-1.79, -0.80, 1.69], [-3.45, -0.78, -0.41], [-2.18, -1.95, -0.72], [-2.43, -0.76, -1.99]],
  "nbo_charge": [-0.437, -1.034, 1.444, -0.387, -0.620, -0.616, -0.614, 0.194, 0.206, 0.188, 0.374, -0.200, 0.230, 0.215, 0.214, 0.207, 0.212, 0.213, 0.212]
}


Entry Q
{
  "formula": "C4H12ClNSi",
  "method": "ωB97M-V with the def2-TZVPD basis set",
  "homo_lumo_gap_ev": 6.71,
  "lumo_ev": -0.885,
  "spin_multiplicity": 1,
  "symbols": ["C", "C", "C", "C", "N", "Si", "Cl", "H", "H", "H", "H", "H", "H", "H", "H", "H", "H", "H", "H"],
  "positions_angstrom": [[0.91, 1.38, -1.50], [2.13, -0.29, -0.29], [-1.96, 1.20, 0.31], [-0.62, -1.45, 1.57], [0.89, 0.46, -0.37], [-0.44, 0.11, 0.62], [-2.03, -3.57, -0.14], [1.83, 1.98, -1.47], [0.88, 0.83, -2.44], [0.06, 2.06, -1.47], [2.06, -1.06, 0.47], [2.33, -0.77, -1.25], [2.96, 0.38, -0.05], [-1.85, 1.92, -0.49], [-2.78, 0.53, 0.04], [-2.27, 1.73, 1.20], [-1.14, -2.26, 0.91], [0.31, -1.90, 1.90], [-1.26, -1.31, 2.44]],
  "nbo_charge": [-0.402, -0.405, -1.152, -1.256, -0.844, 1.933, -0.809, 0.200, 0.207, 0.209, 0.219, 0.208, 0.197, 0.253, 0.288, 0.266, 0.354, 0.265, 0.271]
}


Relative energy of each structure, in kJ/mol: entry P 0.0; entry Q 120.0.


Entry P
{
  "formula": "C27H44O27",
  "method": "ωB97M-V with the def2-TZVPD basis set",
  "homo_lumo_gap_ev": 10.03,
  "lumo_ev": 0.152,
  "spin_multiplicity": 1,
  "smiles": "COC(=O)OC.COC(=O)OC.COC(=O)OC.COC(=O)OC.O=C1OCCO1.O=C1OCCO1.O=C1OCCO1.O=C1OCCO1.O=C1OCCO1",
  "symbols": ["C", "O", "C", "O", "O", "C", "H", "H", "H", "H", "H", "H", "C", "O", "C", "O", "O", "C", "H", "H", "H", "H", "H", "H", "C", "O", "C", "O", "O", "C", "H", "H", "H", "H", "H", "H", "C", "O", "C", "O", "O", "C", "H", "H", "H", "H", "H", "H", "O", "C", "O", "C", "C", "O", "H", "H", "H", "H", "O", "C", "O", "C", "C", "O", "H", "H", "H", "H", "O", "C", "O", "C", "C", "O", "H", "H", "H", "H", "O", "C", "O", "C", "C", "O", "H", "H", "H", "H", "O", "C", "O", "C", "C", "O", "H", "H", "H", "H"],
  "positions_angstrom": [[-5.25, -9.16, 0.11], [-5.02, -10.26, -0.76], [-5.88, -11.28, -0.66], [-6.74, -11.40, 0.16], [-5.69, -12.18, -1.62], [-4.67, -12.01, -2.59], [-6.31, -8.88, 0.10], [-4.75, -8.26, -0.22], [-4.89, -9.42, 1.10], [-4.75, -11.15, -3.25], [-4.65, -12.88, -3.24], [-3.71, -11.99, -2.08], [-6.97, -16.60, -3.63], [-6.65, -15.24, -3.90], [-7.67, -14.42, -4.05], [-8.85, -14.68, -3.98], [-7.20, -13.20, -4.20], [-8.09, -12.10, -4.31], [-7.72, -16.70, -2.85], [-6.07, -17.14, -3.35], [-7.33, -17.10, -4.54], [-8.81, -12.26, -5.12], [-7.53, -11.19, -4.48], [-8.63, -12.05, -3.36], [-12.50, -9.05, 0.62], [-13.32, -7.98, 0.12], [-12.71, -6.86, -0.21], [-11.52, -6.67, -0.16], [-13.57, -5.88, -0.50], [-14.98, -6.09, -0.43], [-13.15, -9.86, 0.94], [-11.94, -8.68, 1.47], [-11.82, -9.40, -0.15], [-15.16, -6.80, 0.38], [-15.47, -6.54, -1.29], [-15.46, -5.15, -0.18], [-15.67, -9.76, -0.80], [-16.71, -8.78, -0.77], [-17.94, -9.27, -0.87], [-18.28, -10.42, -0.90], [-18.77, -8.24, -0.97], [-20.14, -8.49, -1.30], [-15.71, -10.21, -1.79], [-15.78, -10.67, -0.20], [-14.68, -9.34, -0.66], [-20.56, -9.25, -0.64], [-20.24, -8.81, -2.33], [-20.59, -7.52, -1.08], [-13.21, -11.42, 0.08], [-12.16, -11.74, -0.37], [-10.97, -11.26, 0.07], [-9.93, -12.08, -0.49], [-10.61, -12.61, -1.75], [-11.98, -12.61, -1.36], [-9.15, -11.38, -0.78], [-9.62, -12.90, 0.15], [-10.17, -13.55, -2.09], [-10.55, -11.92, -2.60], [-10.80, -14.99, 0.25], [-10.76, -16.19, 0.23], [-10.88, -16.94, 1.32], [-10.84, -18.34, 1.01], [-10.88, -18.31, -0.52], [-10.57, -16.97, -0.85], [-9.97, -18.84, 1.42], [-11.77, -18.75, 1.39], [-11.94, -18.45, -0.77], [-10.24, -19.05, -0.98], [-10.51, -13.31, 6.12], [-9.97, -13.46, 5.07], [-8.80, -12.89, 4.73], [-8.28, -13.52, 3.57], [-9.48, -14.31, 3.03], [-10.42, -14.27, 4.11], [-7.91, -12.79, 2.85], [-7.47, -14.20, 3.85], [-9.14, -15.33, 2.85], [-9.97, -13.83, 2.19], [-10.51, -9.91, -3.81], [-10.03, -9.20, -3.00], [-10.70, -8.73, -1.95], [-9.90, -7.89, -1.15], [-8.65, -7.69, -2.00], [-8.75, -8.72, -3.00], [-10.48, -7.00, -0.92], [-9.61, -8.37, -0.21], [-7.80, -7.76, -1.32], [-8.60, -6.76, -2.56], [-7.85, -18.10, 1.13], [-7.32, -17.10, 0.79], [-6.74, -16.91, -0.42], [-5.87, -15.77, -0.32], [-6.51, -14.98, 0.79], [-7.11, -16.02, 1.56], [-4.87, -16.10, -0.03], [-5.83, -15.20, -1.25], [-7.23, -14.23, 0.47], [-5.78, -14.53, 1.46]],
  "mulliken_charge": [-0.551, -0.360, 0.615, -0.485, -0.006, -0.825, 0.123, 0.275, 0.298, 0.304, 0.197, 0.429, -0.597, -0.391, 0.897, -0.597, -0.361, -0.303, 0.189, 0.234, 0.378, 0.410, 0.285, -0.145, -0.197, -0.415, 0.757, -0.570, -0.371, -0.642, 0.647, 0.451, -0.380, 0.278, 0.252, 0.327, -0.425, -0.075, 0.673, -0.550, -0.350, -0.661, 0.352, 0.416, -0.170, 0.313, 0.291, 0.219, -0.620, 0.791, -0.669, 1.487, -0.181, -0.417, -0.083, -0.943, 0.117, 0.383, -0.386, 0.434, -0.292, -0.397, -0.334, -0.318, 0.280, 0.312, 0.310, 0.307, -0.549, 0.540, -0.399, 0.169, 0.830, -0.438, 0.124, 0.156, -0.010, -0.439, -0.569, 0.609, -0.122, -0.038, -0.239, -0.377, 0.193, 0.170, 0.165, 0.248, -0.611, 0.611, -0.300, -0.058, 0.354, -0.322, 0.281, 0.030, -0.338, 0.369]
}


Entry Q
{
  "formula": "C27H44O27",
  "method": "ωB97M-V with the def2-TZVPD basis set",
  "homo_lumo_gap_ev": 10.65,
  "lumo_ev": 0.034,
  "spin_multiplicity": 1,
  "smiles": "COC(=O)OC.COC(=O)OC.COC(=O)OC.COC(=O)OC.O=C1OCCO1.O=C1OCCO1.O=C1OCCO1.O=C1OCCO1.O=C1OCCO1",
  "symbols": ["C", "O", "C", "O", "O", "C", "H", "H", "H", "H", "H", "H", "C", "O", "C", "O", "O", "C", "H", "H", "H", "H", "H", "H", "C", "O", "C", "O", "O", "C", "H", "H", "H", "H", "H", "H", "C", "O", "C", "O", "O", "C", "H", "H", "H", "H", "H", "H", "O", "C", "O", "C", "C", "O", "H", "H", "H", "H", "O", "C", "O", "C", "C", "O", "H", "H", "H", "H", "O", "C", "O", "C", "C", "O", "H", "H", "H", "H", "O", "C", "O", "C", "C", "O", "H", "H", "H", "H", "O", "C", "O", "C", "C", "O", "H", "H", "H", "H"],
  "positions_angstrom": [[7.49, 2.24, 6.53], [6.20, 1.80, 6.27], [6.01, 0.56, 5.87], [6.89, -0.21, 5.61], [4.67, 0.39, 5.72], [4.24, -0.86, 5.12], [8.29, 1.58, 6.21], [7.48, 2.29, 7.62], [7.69, 3.24, 6.14], [4.56, -1.78, 5.60], [4.54, -0.87, 4.07], [3.15, -0.91, 5.09], [-4.60, 0.25, -6.75], [-4.14, 0.22, -8.08], [-4.70, 1.03, -9.00], [-5.75, 1.70, -8.80], [-3.92, 1.07, -10.09], [-4.35, 1.87, -11.18], [-4.13, -0.61, -6.27], [-5.67, 0.04, -6.73], [-4.32, 1.19, -6.28], [-3.92, 2.86, -11.00], [-5.42, 1.84, -11.39], [-3.94, 1.47, -12.10], [-3.01, 1.00, -0.62], [-2.21, -0.13, -0.83], [-1.59, -0.70, 0.25], [-1.38, -0.24, 1.37], [-1.00, -1.82, -0.17], [-0.01, -2.58, 0.64], [-3.64, 0.85, 0.26], [-3.52, 1.12, -1.57], [-2.46, 1.92, -0.41], [0.58, -3.35, 0.14], [-0.50, -2.98, 1.53], [0.71, -1.85, 1.01], [-0.17, 9.09, 2.02], [-1.50, 8.71, 2.19], [-2.06, 8.08, 1.14], [-1.43, 7.85, 0.05], [-3.22, 7.62, 1.52], [-4.04, 7.04, 0.55], [0.50, 8.29, 1.70], [0.28, 9.50, 2.92], [-0.06, 9.87, 1.26], [-3.74, 6.00, 0.41], [-4.06, 7.56, -0.41], [-5.06, 6.85, 0.88], [-8.83, 4.84, -2.45], [-8.18, 4.73, -3.51], [-6.82, 4.63, -3.62], [-6.52, 4.88, -4.95], [-7.77, 4.65, -5.79], [-8.70, 4.81, -4.78], [-6.25, 5.90, -5.23], [-5.66, 4.30, -5.28], [-7.90, 3.68, -6.27], [-8.00, 5.36, -6.58], [-1.74, 4.80, 7.14], [-2.11, 3.99, 6.42], [-1.84, 2.66, 6.60], [-2.40, 1.95, 5.53], [-2.74, 3.01, 4.47], [-2.78, 4.16, 5.26], [-1.65, 1.28, 5.12], [-3.30, 1.37, 5.76], [-3.69, 2.77, 4.00], [-1.89, 2.99, 3.79], [0.33, -6.50, 6.07], [1.42, -6.74, 5.46], [1.93, -7.96, 5.27], [2.94, -7.92, 4.24], [3.14, -6.41, 4.06], [2.06, -5.87, 4.65], [3.78, -8.36, 4.79], [2.65, -8.58, 3.43], [3.17, -6.22, 2.99], [4.06, -6.03, 4.49], [5.79, -3.49, 1.01], [5.65, -2.99, -0.10], [6.27, -3.43, -1.19], [5.65, -2.74, -2.34], [4.61, -1.76, -1.64], [4.84, -1.99, -0.28], [6.32, -2.20, -3.01], [5.09, -3.51, -2.87], [3.60, -2.01, -1.98], [4.74, -0.75, -2.03], [2.34, -7.98, -0.54], [3.37, -8.46, -1.00], [3.82, -8.27, -2.27], [5.17, -8.78, -2.34], [5.29, -9.55, -1.01], [4.25, -9.07, -0.26], [5.34, -9.45, -3.18], [5.80, -7.90, -2.41], [6.26, -9.32, -0.58], [5.28, -10.64, -1.10]],
  "mulliken_charge": [-0.655, -0.320, 0.799, -0.560, -0.278, -0.628, 0.336, 0.255, 0.234, 0.281, 0.281, 0.257, -0.608, -0.298, 0.804, -0.586, -0.302, -0.649, 0.229, 0.301, 0.268, 0.277, 0.311, 0.252, -0.574, -0.271, 0.764, -0.569, -0.322, -0.609, 0.289, 0.184, 0.289, 0.255, 0.283, 0.279, -0.656, -0.297, 0.786, -0.591, -0.262, -0.648, 0.294, 0.251, 0.290, 0.261, 0.307, 0.267, -0.541, 0.644, -0.283, -0.235, -0.204, -0.342, 0.250, 0.283, 0.178, 0.249, -0.449, 0.592, -0.343, -0.299, -0.198, -0.321, 0.256, 0.256, 0.274, 0.231, -0.581, 0.667, -0.345, -0.235, -0.236, -0.279, 0.239, 0.246, 0.250, 0.273, -0.595, 0.661, -0.337, -0.278, -0.238, -0.276, 0.294, 0.241, 0.231, 0.297, -0.576, 0.708, -0.343, -0.268, -0.291, -0.295, 0.274, 0.241, 0.263, 0.287]
}


Relative energy of each structure, in kJ/mol: entry P 0.0; entry Q 211.8.